(1)
Computed, not measured: C21H21BrKN4O5S as an isolated structure, with ωB97M-V/def2-TZVPD.

```
! wB97M-V def2-TZVPD RIJCOSX def2/J DEFGRID3
* xyz -1 1
K -0.83445 0.74602 1.03018
C 4.75790 -0.27968 3.18404
C 3.48742 -1.09534 3.35383
N 2.76352 -1.21391 2.09907
C 3.10426 -0.57415 0.93221
N 2.20096 -0.40221 0.03704
C 2.56933 0.15553 -1.24979
C 3.88969 0.91640 -1.24636
C 4.92944 0.08325 -0.51862
N 4.43712 -0.21640 0.80676
C 5.37360 -0.60360 1.83524
H 5.45315 -0.49952 3.99608
H 4.52381 0.78661 3.20879
H 2.84691 -0.63071 4.10736
H 3.73691 -2.09886 3.71664
H 1.76083 -1.31990 2.20389
H 1.76637 0.82032 -1.57882
H 2.61236 -0.64988 -1.99527
H 3.77165 1.86543 -0.71802
H 4.21478 1.13072 -2.26704
H 5.87284 0.62515 -0.41589
H 5.13793 -0.83627 -1.08788
H 6.29346 -0.03568 1.67896
H 5.63069 -1.67377 1.78118
Br -8.69653 0.67461 -3.44497
C -7.00421 0.60816 -2.56850
C -6.95967 0.40155 -1.19975
C -5.72290 0.34776 -0.57323
C -4.54934 0.51458 -1.29835
C -4.62548 0.72852 -2.66770
C -5.85209 0.76846 -3.31715
C -3.19488 0.46910 -0.59717
O -2.20954 0.90351 -1.23394
O -3.19077 -0.00223 0.56842
H -7.87493 0.28148 -0.63619
H -5.64543 0.16701 0.49046
H -3.70304 0.87219 -3.21520
H -5.91332 0.92622 -4.38540
O -0.28255 3.34301 3.15039
S 0.82726 2.57101 3.66758
O 2.12181 3.20322 3.64189
N 0.83872 1.11110 2.99812
C 0.42381 0.15468 3.84792
O 0.21250 -1.02176 3.54685
C 0.23190 0.67058 5.25526
C -0.10251 -0.04870 6.38715
C -0.21293 0.63985 7.58935
C 0.00440 2.01462 7.64685
C 0.33538 2.73446 6.50417
C 0.44102 2.03234 5.32107
H -0.27030 -1.11554 6.31691
H -0.47181 0.10486 8.49451
H -0.08754 2.52954 8.59499
H 0.50306 3.80286 6.53818
*
```

The LUMO energy comes out at 2.48 eV. The HOMO energy comes out at -5.510 eV.


(2)
Computed, not measured: C7H22MgN6O5 as an isolated structure in a non-equilibrium geometry, with ωB97M-V/def2-TZVPD.

```
! wB97M-V def2-TZVPD RIJCOSX def2/J DEFGRID3
* xyz 0 1
Mg -0.26464 0.05746 0.02593
C -2.67601 -2.03401 -2.95238
C -2.03558 -0.87151 -2.23119
O -1.44981 -1.18394 -1.01647
H -3.52805 -2.44598 -2.40895
H -1.92874 -2.82947 -3.07563
H -2.99005 -1.85211 -3.98492
H -2.75638 -0.03564 -2.12683
H -1.29206 -0.34838 -2.86802
C 0.87694 4.11175 0.19864
C 0.70243 2.99298 -0.82201
O -0.17407 2.01166 -0.40037
H -0.13330 4.46934 0.43259
H 1.41492 4.99980 -0.14297
H 1.32951 3.75912 1.12864
H 1.67273 2.51438 -1.03507
H 0.32315 3.45978 -1.74422
C 2.30173 -1.03692 -1.55069
O 1.30713 -0.45013 -1.14233
N 3.55221 -0.86454 -1.04871
N 2.19296 -1.92390 -2.58147
H 3.73938 -0.19344 -0.32899
H 4.31288 -1.36405 -1.46219
H 1.24659 -2.14117 -2.85491
H 2.93404 -2.50152 -2.92156
C -2.34707 0.98306 1.98453
O -1.44084 0.29454 1.50982
N -2.57233 2.22545 1.46920
N -3.15649 0.57262 2.99083
H -3.34776 2.74247 1.83121
H -1.98214 2.56577 0.71860
H -3.04570 -0.31720 3.43001
H -3.73413 1.29834 3.36602
C 1.46144 -1.72698 2.14970
O 0.91450 -0.92146 1.40197
N 1.67193 -1.50188 3.47644
N 1.87907 -2.92537 1.67121
H 1.35088 -0.60201 3.79458
H 1.89903 -2.20100 4.15131
H 2.21718 -3.67848 2.23509
H 1.55449 -3.10742 0.73353
*
```

The LUMO energy comes out at 0.20 eV. The HOMO energy comes out at -6.387 eV.


Energy relative to the best compared isomer or geometry (same formula, charge and spin)
In order: 0.0000 0.1810
Unit: eV